[1]
The following is a DFT calculation (ωB97M-V with the def2-TZVPD basis set) of a 2-piece molecular cluster, C4H3Cl2F overall at a distorted geometry.

XYZ file:
```
10
Properties=species:S:1:pos:R:3
C 0.26 -0.93 0.00
C 1.34 -1.13 -0.78
C -0.70 -0.53 0.80
C -2.77 -0.18 -0.82
F 1.24 -1.84 -1.91
Cl -4.08 -0.31 0.22
Cl -2.67 -1.50 -1.84
H 2.33 -1.12 -0.54
H -1.11 -1.03 1.72
H -0.95 0.53 0.72
```

Calculated values
* LUMO level: -0.981 eV
* Kohn-Sham gap: 8.20 eV
* DFT total energy: -31953.273 eV
* highest occupied orbital energy: -0.3374 Eh
* energy relative to the best compared isomer or geometry (same formula, charge and spin): 417.32 kJ/mol
* 2S+1: 1

=====

[2]
The following is a DFT calculation (ωB97M-V with the def2-TZVPD basis set) of C4H3Cl3O2S as an isolated structure at a distorted geometry.

XYZ file:
```
13
Properties=species:S:1:pos:R:3
C -1.51 0.19 -0.35
C -1.00 0.78 -1.43
C -0.91 -0.75 0.70
C 1.52 0.51 -0.50
O 1.55 -1.42 1.30
O 0.56 0.80 1.98
S 0.84 -0.22 1.00
Cl -0.75 -2.24 -0.06
Cl 1.98 2.14 -0.23
Cl 2.56 -0.42 -1.35
H -2.59 0.14 -0.24
H -0.90 1.16 -2.40
H -1.36 -0.67 1.59
```

Calculated values
* LUMO level (alpha / beta): -1.607 / -0.635 eV
* Kohn-Sham gap (alpha / beta): 7.41 / 8.62 eV
* DFT total energy: -56687.832 eV
* highest occupied orbital energy (alpha / beta): -0.3313 / -0.3401 Eh
* energy relative to the best compared isomer or geometry (same formula, charge and spin): 461.48 kJ/mol
* 2S+1: 1

=====

Question: Which of these has the lowest DFT total energy?
Answer: C4H3Cl3O2S

=====

Question: Which value of 2S+1 does entry 1 give?
Answer: 1

=====

Question: Number 2 is which compound?
Answer: C4H3Cl3O2S